# 1
Density functional theory data (wB97M-V/def2-TZVPD) for a structure of composition C5H9DyO3 in a non-equilibrium geometry.

Its total charge is +1. The value obtained for the calculated total energy is -1306.3002 a.u. The largest force on an atom comes out at 2.21 eV/A. As for the LUMO energy (spin up / spin down): -4.36 / -5.91 eV. As for the highest occupied orbital energy (spin up / spin down): -0.40080 / -0.35031 Ha. Its spin multiplicity is 7. For the molecular weight, the calculation gives 279.6 g/mol. Its frontier orbital gap (spin up / spin down) is 0.240 / 0.133 Ha.

Each line ends with the Mulliken charge.
Atoms and positions in Å:
1 O 0.7021 -0.9942 -2.3598  -0.794
2 C 0.4120 -0.6177 -1.2094  1.475
3 O 0.9554 -1.2033 -0.1873  -0.188
4 C 0.4186 -1.0933 1.1571  -0.102
5 C -0.2908 1.5105 -0.1534  -0.276
6 H -0.9737 1.2450 0.6734  0.117
7 C -0.9071 2.6701 -0.9038  -0.864
8 H -0.9461 3.5212 -0.2046  0.356
9 H -0.2989 3.0028 -1.7618  0.165
10 H -1.9434 2.4993 -1.2608  0.261
11 C 0.9571 -2.2439 1.9676  -1.285
12 H -0.6763 -1.1228 1.0904  0.331
13 H 0.7214 -0.1235 1.5630  0.325
14 H 0.6277 -3.2092 1.5626  0.330
15 H 0.5781 -2.1513 2.9942  0.381
16 H 2.0541 -2.2216 2.0026  0.332
17 Dy -0.8222 0.2500 -3.8354  0.869
18 O -0.5681 0.2819 -1.1344  -0.433

Forces on the atoms, in the same order (eV/Å):
O -0.192 0.341 -1.238
C -0.801 -0.239 0.416
O -0.096 0.446 -0.973
C -0.391 0.408 0.592
C -1.103 -0.026 -0.205
H 0.356 0.159 -0.110
C 0.638 0.112 0.061
H -0.024 -0.202 -0.286
H -0.084 -0.037 0.235
H -0.052 -0.152 0.041
C 0.124 -0.193 0.045
H 0.236 0.023 -0.022
H -0.035 -0.205 -0.161
H 0.114 0.238 0.102
H 0.101 -0.027 -0.267
H -0.303 -0.016 -0.017
Dy 0.925 -0.450 1.957
O 0.585 -0.180 -0.168



# 2
Density functional theory data (wB97M-V/def2-TZVPD) for the ion C9H17NOP with charge +1 in a non-equilibrium geometry.

Its total charge is +1. The value obtained for the calculated total energy is -824.0233 a.u. The largest force on an atom comes out at 6.91 eV/A. As for the LUMO energy: -3.26 eV. As for the highest occupied orbital energy: -0.44913 Ha. For the molecular weight, the calculation gives 186.2 g/mol. Its frontier orbital gap is 0.329 Ha. The SMILES is C#CC[C@H]1COC[C@H](P(C)C)[NH2+]1.

Each line ends with the Mulliken charge.
Atoms and positions in Å:
1 C 2.6578 1.1469 2.1360  -0.120
2 C 2.4368 1.7142 0.9559  -0.326
3 C 1.6628 2.0464 -0.4433  -0.507
4 C 1.2192 0.6697 -1.2269  -0.143
5 C 2.3055 -0.5205 -1.1077  -0.675
6 O 2.2057 -1.3347 0.0912  -0.270
7 C 0.8403 -1.7373 0.3870  -0.505
8 C -0.1786 -0.4782 0.4365  -0.246
9 P -1.9862 -0.9978 0.8875  0.172
10 C -2.9427 -1.4425 -0.6951  -0.976
11 C -2.7611 0.6555 1.5009  -0.863
12 N -0.1899 0.2397 -0.8915  -0.127
13 H 2.8392 0.5373 3.1078  0.346
14 H 0.6933 2.6537 -0.2377  0.284
15 H 2.4038 2.6656 -1.0653  0.352
16 H 1.1991 0.9773 -2.3549  0.372
17 H 3.3602 -0.0292 -1.1006  0.365
18 H 2.2426 -1.1571 -2.0856  0.356
19 H 0.8471 -2.1857 1.4581  0.333
20 H 0.4725 -2.5480 -0.3469  0.292
21 H 0.1614 0.1861 1.3263  0.163
22 H -2.9666 -0.5805 -1.4748  0.289
23 H -4.0577 -1.6599 -0.4249  0.358
24 H -2.5243 -2.4342 -1.1467  0.311
25 H -3.9030 0.6270 1.3704  0.359
26 H -2.2615 1.4874 0.8454  0.213
27 H -2.4350 0.9124 2.5912  0.290
28 H -0.8587 1.0408 -0.8695  0.433
29 H -0.4820 -0.4544 -1.6229  0.468

Forces on the atoms, in the same order (eV/Å):
C -1.360 2.486 -6.306
C -0.712 -3.629 5.741
C 0.586 -0.757 1.638
C 2.165 1.911 -1.561
C 0.166 0.067 -0.586
O -1.533 0.767 -1.050
C -0.473 0.089 0.479
C -0.520 -0.971 1.316
P -0.500 -0.522 1.159
C -0.361 0.209 -0.946
C 1.158 0.924 -0.654
N 1.244 -0.343 0.210
H -0.130 1.711 -2.283
H 1.855 -0.770 -0.179
H -1.412 -1.074 0.690
H 0.016 -0.600 1.977
H -1.964 -0.838 0.097
H -0.042 0.823 1.768
H 0.003 0.753 -1.976
H 0.489 1.190 0.918
H -0.445 -0.644 -1.948
H 0.014 -1.565 1.020
H 2.125 0.447 -0.222
H -0.655 1.906 0.743
H 1.878 0.151 0.239
H -1.390 -1.028 1.101
H -0.763 -0.813 -1.961
H 0.586 -0.683 -0.176
H -0.023 0.804 0.750



# 3
Density functional theory data (wB97M-V/def2-TZVPD) for the molecule C19H24N4O4S in a non-equilibrium geometry.

Its total charge is 0. The value obtained for the calculated total energy is -1656.5916 a.u. The largest force on an atom comes out at 1.60 eV/A. As for the LUMO energy: 0.33 eV. As for the highest occupied orbital energy: -0.28662 Ha. For the molecular weight, the calculation gives 404.5 g/mol. Its frontier orbital gap is 0.299 Ha. The SMILES is CCOCCc1nnc(NC(=O)[C@@H]2CC(=O)N(c3ccc(OCC)cc3)C2)s1.

Each line ends with the Mulliken charge.
Atoms and positions in Å:
1 C 4.3308 1.5755 1.5769  -0.889
2 C 5.7895 2.0282 1.5706  -0.470
3 O 6.5884 1.3531 0.6191  -0.359
4 C 6.4434 1.7785 -0.7189  -0.557
5 C 6.3371 0.5558 -1.6485  -0.635
6 C 5.1349 -0.2312 -1.2921  0.472
7 N 3.9325 0.0994 -1.5847  -1.032
8 N 2.9955 -0.6965 -1.0899  0.177
9 C 3.4643 -1.6753 -0.3925  0.436
10 N 2.7455 -2.6434 0.2444  -0.026
11 C 1.3816 -2.7758 0.4271  -0.038
12 O 0.9680 -3.7581 0.9938  -0.645
13 C 0.5232 -1.6369 -0.0605  0.385
14 C 0.6356 -0.4216 0.8673  -0.408
15 C -0.7675 0.1720 0.8963  0.291
16 O -1.0424 1.2626 1.3401  -0.680
17 N -1.6227 -0.7415 0.3669  0.244
18 C -3.0152 -0.5992 0.2477  0.346
19 C -3.6131 0.6564 0.2407  -1.107
20 C -4.9833 0.7926 0.1124  -0.185
21 C -5.7952 -0.3285 -0.0195  0.766
22 O -7.1527 -0.3268 -0.1355  -0.472
23 C -7.8478 0.8990 -0.2339  -0.427
24 C -7.7411 1.5276 -1.6207  -1.036
25 C -5.1944 -1.5877 -0.0143  -0.902
26 C -3.8298 -1.7243 0.1186  -0.104
27 C -0.9696 -1.9796 -0.0118  -1.263
28 S 5.2264 -1.6792 -0.2973  -0.210
29 H 3.7822 2.1207 2.3395  0.528
30 H 4.2720 0.5118 1.7973  0.158
31 H 3.8586 1.7596 0.6139  0.248
32 H 6.2528 1.7951 2.5327  0.332
33 H 5.8461 3.1134 1.4096  0.324
34 H 7.3255 2.3677 -1.0068  0.337
35 H 5.5508 2.3992 -0.8441  0.403
36 H 6.2558 0.9039 -2.6788  0.336
37 H 7.2299 -0.0580 -1.5327  0.342
38 H 3.2849 -3.3996 0.6514  0.260
39 H 0.8384 -1.3534 -1.0664  0.504
40 H 0.8994 -0.7095 1.8878  0.303
41 H 1.3559 0.3154 0.5192  0.098
42 H -3.0037 1.5375 0.3476  0.417
43 H -5.3982 1.7879 0.1195  0.346
44 H -7.5100 1.5999 0.5395  0.340
45 H -8.8892 0.6361 -0.0265  0.312
46 H -8.3361 2.4360 -1.6581  0.352
47 H -6.7085 1.7706 -1.8586  0.341
48 H -8.1107 0.8312 -2.3693  0.300
49 H -5.8264 -2.4563 -0.1104  0.403
50 H -3.4072 -2.7159 0.1312  0.389
51 H -1.1400 -2.7621 0.7385  0.452
52 H -1.3442 -2.3261 -0.9777  0.504

Forces on the atoms, in the same order (eV/Å):
C 0.409 0.058 -0.132
C -0.234 0.070 0.236
O 0.069 -0.304 -0.227
C 0.173 0.000 -0.208
C 0.151 0.476 0.351
C 0.189 -0.739 0.378
N 0.892 1.112 -0.719
N -1.176 -0.881 0.480
C 1.230 0.354 -0.223
N 0.293 -0.683 0.381
C -0.233 0.199 -0.200
O -0.076 -0.161 0.109
C -0.334 -0.049 0.084
C -0.018 0.134 -0.069
C 0.542 0.029 0.103
O -0.068 0.255 0.124
N 0.044 -0.184 -0.255
C -0.356 0.190 0.031
C 0.169 -0.012 0.011
C -0.352 -0.055 -0.029
C 0.202 -0.189 0.026
O 0.134 -0.232 0.011
C -0.186 0.354 -0.169
C 0.084 -0.260 0.322
C -0.227 0.207 -0.040
C 0.104 0.112 0.030
C 0.104 -0.457 0.086
S -0.837 0.454 -0.315
H -0.104 0.068 0.094
H -0.033 -0.111 0.014
H -0.087 0.012 -0.057
H -0.056 0.146 -0.052
H 0.050 -0.068 0.051
H -0.149 -0.006 0.018
H 0.025 -0.028 -0.005
H 0.045 -0.069 -0.012
H 0.055 0.048 -0.112
H -0.253 0.094 -0.051
H -0.096 -0.007 0.143
H -0.016 0.026 0.042
H -0.055 0.005 0.047
H 0.029 0.020 0.005
H -0.070 0.078 -0.023
H -0.052 -0.100 -0.017
H 0.151 0.096 0.039
H -0.054 0.118 -0.031
H 0.056 0.063 -0.061
H -0.043 -0.032 -0.079
H -0.069 -0.107 -0.012
H 0.070 -0.104 -0.003
H -0.051 0.067 -0.184
H 0.016 -0.006 0.070